Entry from the Open Molecules 2025 dataset: a cluster of 3 separate species, C21H17NO7 in total (ωB97M-V with the def2-TZVPD basis set).

Cartesian coordinates (Å):
C 4.36 0.50 1.86
C 3.46 0.54 3.06
C 2.69 1.94 3.58
C 1.67 2.34 2.31
C 0.53 1.46 1.85
C 0.06 0.02 2.47
C -0.35 -1.12 1.36
N -0.50 -2.43 1.84
C -0.06 2.40 0.64
O -1.12 1.97 -0.09
O 0.62 3.72 0.45
C 1.74 3.72 1.42
O 2.69 4.66 1.65
H 3.89 0.05 0.87
H 5.51 0.82 1.89
H 3.26 -0.44 3.68
H 2.08 1.72 4.58
H 3.54 2.75 3.74
H -0.90 0.21 3.14
H 0.86 -0.48 3.19
H -0.52 -0.93 0.21
H -0.31 -2.36 2.88
C -2.99 -3.78 0.36
C -3.28 -4.94 -0.25
C -4.63 -5.22 -0.77
O -4.89 -6.28 -1.32
C -5.66 -4.17 -0.59
C -5.37 -3.02 0.02
C -4.02 -2.73 0.53
O -3.76 -1.67 1.09
H -2.01 -3.56 0.74
H -2.53 -5.71 -0.39
H -6.64 -4.40 -0.98
H -6.11 -2.24 0.15
C 1.22 2.95 -2.58
C 0.45 3.12 -3.66
C 0.73 2.40 -4.92
O 0.03 2.56 -5.91
C 1.90 1.50 -4.95
C 2.66 1.33 -3.87
C 2.38 2.04 -2.60
O 3.08 1.88 -1.61
H 1.03 3.46 -1.65
H -0.41 3.78 -3.66
H 2.09 0.98 -5.88
H 3.52 0.66 -3.86

Output
HOMO in eV: -8.06
SMILES: [H]/N=C\CC1=C(CC=C)C(=O)OC1=O.O=C1C=CC(=O)C=C1.O=C1C=CC(=O)C=C1
Orbital gap in eV: 6.222

Löwdin population analysis, charges in e, atoms 1 to 6: number 1, C, carries -0.029; number 2, C, carries -0.173; number 3, C, carries -0.123; number 4, C, carries -0.009; number 5, C, carries -0.009; number 6, C, carries -0.105

=====

Entry from the Open Molecules 2025 dataset: a structure of composition C27H28N3PPtS2 (ωB97M-V with the def2-TZVPD basis set).

Cartesian coordinates (Å):
Pt 1.39 1.24 0.16
S 2.72 0.43 -2.32
C 3.10 -0.68 -1.04
C 3.86 -1.88 -1.09
C 3.79 -2.76 -0.01
C 3.38 -2.28 1.23
C 2.87 -1.00 1.28
N 2.63 -0.27 0.17
H 4.41 -2.08 -2.03
H 4.07 -3.80 -0.06
H 3.44 -2.88 2.18
H 2.51 -0.52 2.17
C -3.64 -1.53 -0.70
C -2.87 -0.70 -1.68
C -3.52 -0.50 -2.95
C -2.93 0.18 -4.00
C -1.66 0.75 -3.82
C -0.99 0.50 -2.60
C -1.56 -0.15 -1.51
P -0.64 0.10 0.10
C -0.62 -1.38 1.18
C -0.62 -1.13 2.58
C -0.67 -2.19 3.50
C -0.77 -3.53 3.03
C -0.67 -3.75 1.68
C -0.67 -2.71 0.75
C -0.68 -3.06 -0.70
C -1.72 1.30 0.81
C -3.05 0.99 1.26
C -3.92 2.05 1.55
C -3.37 3.33 1.71
C -2.00 3.61 1.49
C -1.19 2.61 0.90
C 0.11 2.81 0.17
H -4.46 -0.90 -0.13
H -2.95 -1.92 0.07
H -4.17 -2.38 -1.16
H -4.47 -0.95 -3.17
H -3.48 0.26 -4.93
H -1.13 1.32 -4.59
H 0.04 0.82 -2.51
H -0.53 -0.10 2.88
H -0.67 -1.90 4.53
H -0.84 -4.34 3.75
H -0.57 -4.76 1.29
H -0.17 -4.04 -0.95
H -0.18 -2.27 -1.29
H -1.71 -3.10 -1.06
H -3.40 -0.01 1.29
H -4.98 1.81 1.68
H -3.95 4.23 2.02
H -1.57 4.61 1.65
H 0.70 3.65 0.58
H -0.03 2.95 -0.92
N 5.55 3.80 0.31
C 4.43 3.14 0.01
N 4.30 2.84 -1.28
S 3.30 2.71 1.20
H 6.23 4.02 -0.42
H 5.64 4.29 1.26
H 5.01 2.90 -2.01
H 3.51 2.17 -1.50

Output
HOMO (alpha / beta) in eV: -4.25 / -7.86
<S²>: 2.016
Relative energy (zero: lowest compared OMol25 entry of this formula, charge and spin) in kJ/mol: 0.0
2S+1: 3
Orbital gap (alpha / beta) in eV: 4.666 / 6.292

Löwdin population analysis, charges in e, atoms 1 to 6: number 1, Pt, carries 0.832; number 2, S, carries 0.653; number 3, C, carries -0.754; number 4, C, carries -0.073; number 5, C, carries -0.080; number 6, C, carries -0.075

=====

Entry from the Open Molecules 2025 dataset: a cluster of 2 separate species, C9H14 in total (ωB97M-V with the def2-TZVPD basis set).

Cartesian coordinates (Å):
C 0.24 1.52 -1.03
C -3.35 0.38 -0.54
C -3.20 -0.85 0.13
C -2.26 1.18 -0.84
C -1.00 0.72 -0.56
C -1.88 -1.11 0.67
C -0.80 -0.38 0.23
H -4.33 0.55 -1.00
H -3.93 -1.60 0.29
H -2.43 1.89 -1.57
H -1.75 -2.01 1.35
H 0.66 1.93 -0.04
H -0.07 2.43 -1.63
H 0.27 -0.43 0.62
H 1.00 0.99 -1.72
C 2.52 -0.84 1.41
C 3.22 -0.45 0.02
H 2.90 -0.16 2.19
H 1.46 -0.78 1.28
H 2.56 -1.96 1.51
H 2.99 -1.23 -0.62
H 4.23 -0.27 0.34
H 2.95 0.50 -0.48

Output
HOMO (alpha / beta) in eV: 1.18 / -4.37
<S²>: 0.755
Total charge: -1
Relative energy (zero: lowest compared OMol25 entry of this formula, charge and spin) in kJ/mol: 172.1
2S+1: 2
Orbital gap (alpha / beta) in eV: 2.558 / 7.958

Löwdin population analysis, charges in e, atoms 1 to 6: number 1, C, carries -0.137; number 2, C, carries -0.183; number 3, C, carries -0.167; number 4, C, carries -0.217; number 5, C, carries -0.372; number 6, C, carries -0.183

=====

Entry from the Open Molecules 2025 dataset: a structure of composition C51H56ClN6O5P2Pr (ωB97M-V with the def2-TZVPD basis set).

Cartesian coordinates (Å):
Pr 0.28 -1.41 0.24
Cl 3.21 -1.48 0.36
C 3.36 -2.21 1.96
C 4.26 -3.24 2.12
C 4.36 -3.84 3.36
C 3.58 -3.39 4.42
C 2.70 -2.33 4.23
C 2.57 -1.71 2.99
P 1.50 -0.25 2.61
C 2.79 1.03 2.44
C 2.85 1.78 1.27
C 3.86 2.71 1.08
C 4.82 2.90 2.06
C 4.76 2.16 3.24
C 3.76 1.23 3.43
C 0.65 0.10 4.18
C -0.20 -0.87 4.72
C -0.90 -0.62 5.88
C -0.77 0.61 6.52
C 0.06 1.58 5.99
C 0.77 1.33 4.81
H 4.87 -3.57 1.28
H 5.06 -4.65 3.51
H 3.66 -3.85 5.39
H 2.12 -1.96 5.08
H 2.10 1.63 0.50
H 3.91 3.28 0.16
H 5.62 3.61 1.91
H 5.51 2.31 4.01
H 3.72 0.65 4.35
H -0.30 -1.83 4.23
H -1.55 -1.38 6.30
H -1.31 0.81 7.44
H 0.17 2.54 6.48
H 1.41 2.10 4.40
O 2.37 -5.88 -6.39
N 2.22 -4.73 -6.03
O 2.17 -3.76 -6.78
C 1.93 -4.48 -4.60
C 2.51 -5.31 -3.72
C 2.33 -5.12 -2.32
C 2.84 -6.02 -1.37
C 2.58 -5.81 -0.04
C 1.85 -4.67 0.32
N 1.40 -3.78 -0.55
C 1.60 -4.02 -1.86
C 0.97 -3.13 -2.82
N 0.22 -2.12 -2.32
C -0.48 -1.40 -3.17
C -0.48 -1.61 -4.55
C 0.33 -2.58 -5.07
C 1.09 -3.38 -4.19
H 3.10 -6.14 -4.09
H 3.41 -6.88 -1.70
H 2.92 -6.49 0.72
H 1.62 -4.48 1.36
H -1.07 -0.60 -2.74
H -1.09 -0.99 -5.20
H 0.37 -2.75 -6.13
O -1.64 -0.49 1.97
H -1.90 -1.28 2.46
H -1.77 0.24 2.59
O -0.53 -2.87 1.54
N -1.15 -3.19 0.43
C -2.17 -3.95 0.50
C -2.85 -4.25 -0.74
N -3.35 -4.46 -1.75
C -2.63 -4.44 1.78
N -2.97 -4.76 2.83
O -0.27 0.60 -0.59
P -1.23 1.77 -0.96
C -0.80 3.17 0.12
C -1.72 4.42 0.09
C -2.85 4.42 1.14
C -2.32 4.13 2.54
C -1.65 2.77 2.55
C -0.47 2.73 1.57
C -2.93 1.23 -0.62
C -3.20 -0.28 -0.81
C -3.81 -0.67 -2.16
C -5.01 0.21 -2.50
C -4.57 1.67 -2.57
C -4.03 2.14 -1.22
C -0.99 2.14 -2.73
C -1.42 3.53 -3.27
C -0.35 4.62 -3.11
C 0.99 4.18 -3.70
C 1.46 2.89 -3.03
C 0.43 1.78 -3.23
H 0.16 3.45 -0.33
H -2.14 4.57 -0.90
H -1.09 5.29 0.28
H -3.61 3.68 0.89
H -3.34 5.39 1.11
H -3.13 4.17 3.27
H -1.59 4.90 2.83
H -2.41 2.02 2.29
H -1.29 2.52 3.55
H 0.00 1.75 1.56
H 0.29 3.42 1.95
H -2.94 1.40 0.46
H -3.89 -0.58 -0.02
H -2.29 -0.86 -0.63
H -4.10 -1.72 -2.13
H -3.09 -0.57 -2.97
H -5.79 0.10 -1.74
H -5.44 -0.10 -3.45
H -5.40 2.31 -2.86
H -3.81 1.78 -3.36
H -4.86 2.16 -0.52
H -3.68 3.17 -1.30
H -1.69 1.41 -3.17
H -2.38 3.84 -2.84
H -1.61 3.39 -4.34
H -0.21 4.87 -2.06
H -0.71 5.53 -3.60
H 1.73 4.97 -3.58
H 0.87 4.00 -4.77
H 1.61 3.08 -1.96
H 2.42 2.57 -3.43
H 0.78 0.86 -2.77
H 0.35 1.58 -4.31

Output
HOMO (alpha / beta) in eV: -13.74 / -13.75
<S²>: 2.002
Total charge: +2
2S+1: 3
Orbital gap (alpha / beta) in eV: 8.110 / 8.105

Löwdin population analysis, charges in e, atoms 1 to 6: number 1, Pr, carries 0.874; number 2, Cl, carries 0.819; number 3, C, carries -0.577; number 4, C, carries -0.094; number 5, C, carries -0.044; number 6, C, carries -0.036

=====

Entry from the Open Molecules 2025 dataset: an isolated molecule of C3H11ClN2Si (ωB97M-V with the def2-TZVPD basis set).

Cartesian coordinates (Å):
C 1.76 1.19 0.83
C -1.29 -2.17 0.09
C 0.41 1.81 0.51
N -1.02 0.95 -2.20
N -0.43 -1.02 0.21
Si -0.86 0.59 -0.17
Cl -2.72 0.87 0.61
H 1.65 0.36 1.53
H 2.24 0.82 -0.07
H 2.42 1.92 1.29
H -1.03 -2.91 0.85
H -2.32 -1.86 0.24
H -1.22 -2.64 -0.90
H 0.56 2.61 -0.22
H 0.01 2.29 1.41
H -1.30 0.09 -2.65
H -1.74 1.64 -2.37
H 0.54 -1.27 0.10

Output
HOMO in eV: -9.18
Relative energy (zero: lowest compared OMol25 entry of this formula, charge and spin) in kJ/mol: 0.0
SMILES: CC[Si@](N)(Cl)NC
Orbital gap in eV: 9.945

Löwdin population analysis, charges in e, atoms 1 to 6: number 1, C, carries -0.179; number 2, C, carries -0.185; number 3, C, carries -0.335; number 4, N, carries -0.122; number 5, N, carries -0.203; number 6, Si, carries 0.161

=====

Entry from the Open Molecules 2025 dataset: an isolated molecule of C2H2N2O4 (ωB97M-V with the def2-TZVPD basis set).

Cartesian coordinates (Å):
C 0.22 -0.34 -0.82
C -0.25 1.01 1.04
H -1.36 -1.53 -0.45
H 1.75 1.00 1.38
N 0.11 -1.34 -1.60
N 1.03 1.16 0.54
O -1.16 -1.81 -1.44
O 1.29 0.28 -0.55
O -0.90 1.56 1.81
O -0.75 0.01 0.08

Output
HOMO in eV: -9.22
Relative energy (zero: lowest compared OMol25 entry of this formula, charge and spin) in kJ/mol: 318.6
SMILES: O=c1[nH]o/c(=N/O)o1
Orbital gap in eV: 9.226

Löwdin population analysis, charges in e, atoms 1 to 6: number 1, C, carries -0.497; number 2, C, carries -0.444; number 3, H, carries 0.140; number 4, H, carries 0.233; number 5, N, carries 0.063; number 6, N, carries 0.149